Below is a cluster of 8 separate species, H16O8 in total, with properties calculated with ωB97M-V with the def2-TZVPD basis set.

Each line ends with the Löwdin spin population.
Element x y z (Å)
1 H 2.35 -1.02 1.76  0.016
2 H -2.55 -0.82 -0.48  0.027
3 H -0.66 0.25 -0.38  0.013
4 O -2.69 -0.70 -1.42  0.053
5 H 0.27 1.93 -2.29  0.007
6 H 1.37 -0.42 3.91  0.060
7 O 2.90 -1.42 1.09  0.057
8 H -2.20 -2.42 0.65  0.027
9 O -1.36 -2.84 0.49  0.054
10 O 1.25 -0.83 3.05  0.176
11 H 0.36 -0.59 2.79  0.060
12 O 0.85 2.67 -2.10  0.029
13 H 2.36 1.79 0.80  0.024
14 H 2.49 -2.27 0.93  0.012
15 O 1.66 1.39 1.30  0.135
16 H -1.97 1.58 -3.58  0.009
17 O -1.80 1.57 -2.64  0.032
18 H -0.78 -2.12 0.22  0.011
19 H -2.57 -1.57 -1.79  0.020
20 H 1.66 1.85 2.14  0.065
21 H 1.00 3.08 -2.95  0.005
22 O -0.12 -0.28 0.21  0.087
23 H -2.33 0.85 -2.30  0.006
24 H 0.50 0.34 0.60  0.014

## Properties
- lowest unoccupied orbital energy (spin up / spin down) (eV) = 2.92 / 2.87
- HOMO (spin up / spin down) (eV) = 0.60 / -7.10
- charge = -1
- frontier orbital gap (spin up / spin down) (eV) = 2.32 / 9.96
- spin multiplicity = 2

---

Below is a cluster of 8 separate species, H16O8 in total, with properties calculated with ωB97M-V with the def2-TZVPD basis set.

Each line ends with the Mulliken charge.
Element x y z (Å)
1 O 22.29 -1.11 -2.25  -0.686
2 H 24.57 -0.88 -0.51  0.223
3 H 23.27 -1.31 -0.61  0.439
4 H 22.76 -0.62 -2.94  0.277
5 H 20.71 -1.49 -1.99  0.425
6 O 19.82 -1.72 -1.96  -0.654
7 H 22.94 0.94 -1.77  0.202
8 O 22.36 1.66 -1.56  -0.637
9 H 26.41 1.24 0.70  0.294
10 O 23.63 -2.90 2.44  -0.610
11 O 25.62 -2.85 -2.00  -0.679
12 H 25.96 -3.54 -1.44  0.301
13 H 24.99 -2.33 -1.47  0.415
14 H 23.81 -2.57 1.58  0.372
15 H 19.68 -2.69 -1.88  0.301
16 H 23.64 -2.21 3.07  0.285
17 H 26.22 0.19 -0.46  0.367
18 O 24.01 -1.56 -0.12  -0.662
19 O 25.25 0.13 -2.12  -0.594
20 H 25.73 -0.45 -2.72  0.269
21 O 26.12 0.36 0.45  -0.638
22 H 22.38 -2.04 -2.43  0.365
23 H 25.20 0.91 -2.62  0.287
24 H 22.69 1.93 -0.70  0.340

## Properties
- lowest unoccupied orbital energy (eV) = -0.30
- HOMO (eV) = -10.78
- frontier orbital gap (eV) = 10.48

---

Calculated values (kJ/mol) of energy above the lowest of the compared OMol25 structures with the same formula, charge and spin for the records, taken in order: 54.8; 275.0.
Calculated values (hartree/bohr) of maximum force for the records, taken in order: 0.0271; 0.0965.
Calculated values (eV) of E_tot for the records, taken in order: -16639.36018; -16639.16002.